Record 1
The following is a quantum chemistry calculation of a structure of composition C32H23ClN4O4ReS2, from OMol25.

## Properties
Total charge = 0
⟨S²⟩ = 0.7639
Kohn-Sham gap (alpha / beta) = 5.6 / 4.2 eV
Multiplicity = 2
Highest occupied orbital energy (alpha / beta) = -6.509 / -6.468 eV
Lowest unoccupied orbital energy (alpha / beta) = -0.92 / -2.29 eV

```
67
Properties=species:S:1:pos:R:3:forces:R:3:lowdin_charge:R:1
Re -0.0761 0.2800 0.1257 -0.54 0.32 0.28 1.5298
O 1.7659 -0.1972 -0.1590 0.89 -0.12 -0.09 -0.2588
C 2.4471 -1.3043 0.1889 -0.29 0.27 -0.06 -0.3266
C 3.7003 -1.4805 -0.3987 0.04 -0.09 -0.02 -0.0338
C 4.4804 -2.5739 -0.0810 0.02 -0.01 -0.02 -0.0935
C 4.0291 -3.5194 0.8376 0.05 -0.03 -0.02 -0.0906
C 2.7959 -3.3459 1.4263 -0.03 0.02 -0.02 -0.0477
C 1.9809 -2.2491 1.1187 0.01 -0.04 0.02 -0.1806
C 0.7075 -2.1434 1.8008 -0.11 -0.01 0.10 -0.0928
N -0.1407 -1.2059 1.5793 -0.07 0.04 -0.14 -0.1420
N -1.2741 -1.2001 2.3955 0.12 -0.14 0.06 0.1013
C -2.0047 -0.1626 2.1359 0.08 0.31 -0.26 -0.4273
O -1.6793 0.7616 1.2646 -0.30 -0.04 0.33 -0.1945
C -3.2701 0.0358 2.8810 -0.02 -0.03 0.01 -0.1470
C -4.0409 1.1669 2.6343 0.00 0.00 0.00 -0.0229
C -5.2269 1.3643 3.3255 0.00 -0.01 0.00 -0.0817
C -5.6471 0.4339 4.2644 -0.01 0.00 0.01 -0.0924
C -4.8798 -0.6981 4.5104 -0.01 0.00 0.00 -0.0837
C -3.6957 -0.8993 3.8220 -0.01 0.02 0.00 -0.0304
H 4.0277 -0.7384 -1.1149 0.01 0.03 0.01 0.1195
H 5.4481 -2.6946 -0.5523 0.02 0.00 0.01 0.1052
H 4.6358 -4.3800 1.0841 0.01 0.00 0.01 0.1005
H 2.4270 -4.0743 2.1387 0.01 0.00 0.02 0.1131
H 0.4597 -2.8740 2.5653 0.02 0.00 0.04 0.1286
H -3.7028 1.8822 1.8976 0.01 -0.01 0.00 0.1116
H -5.8245 2.2450 3.1291 0.00 0.00 0.00 0.1007
H -6.5733 0.5878 4.8033 0.00 0.00 0.00 0.0995
H -5.2084 -1.4271 5.2398 0.00 0.00 0.00 0.1004
H -3.0902 -1.7770 3.9997 0.01 0.00 0.00 0.1059
Cl -2.6846 -0.4048 -6.6385 -0.01 0.00 -0.04 0.6482
C -2.2671 -0.4708 -4.9516 -0.03 -0.07 0.04 -0.6733
C -2.6736 -1.5770 -4.1859 -0.03 -0.04 -0.07 -0.0892
C -2.3505 -1.6438 -2.8608 0.01 0.05 -0.08 -0.0291
C -1.5879 -0.6337 -2.2363 -0.10 0.15 0.08 -0.3736
O -1.2933 -0.8184 -0.9712 0.02 -0.35 -0.18 -0.2362
C -1.2058 0.4961 -3.0056 -0.07 -0.19 -0.06 -0.1610
C -0.5195 1.6302 -2.5007 0.20 0.32 0.15 -0.0619
N -0.0803 1.7757 -1.2757 0.04 -0.22 -0.02 -0.0677
C 0.4924 3.0093 -0.8529 -0.03 -0.03 -0.01 -0.1550
C 0.6167 4.1537 -1.5968 0.02 0.01 0.00 0.0004
C 1.2062 5.3113 -1.0482 0.00 0.01 -0.01 -0.0627
C 1.6545 5.3340 0.2402 0.00 -0.01 0.00 -0.0294
C 1.5264 4.1791 1.0450 -0.02 -0.01 -0.02 -0.1445
C 1.9382 4.1220 2.3982 0.02 0.00 0.04 0.0018
C 1.7629 2.9750 3.1127 0.00 0.06 0.00 -0.0290
C 1.1773 1.8611 2.4820 -0.02 0.00 -0.06 -0.0725
N 0.7934 1.8822 1.2279 0.07 -0.08 -0.08 -0.0310
C 0.9509 3.0246 0.4916 0.02 0.02 0.05 -0.1276
C -1.5634 0.5419 -4.3780 0.02 -0.02 0.08 -0.0730
H -3.2321 -2.3739 -4.6579 -0.01 0.00 -0.01 0.1078
H -2.6274 -2.4956 -2.2559 -0.05 0.00 0.00 0.1103
H -0.3814 2.4430 -3.2072 -0.05 0.01 0.00 0.1130
H 0.2621 4.1970 -2.6163 0.00 0.00 0.00 0.1052
H 1.2926 6.1937 -1.6678 0.00 0.01 0.00 0.1085
H 2.0997 6.2262 0.6611 0.00 0.00 0.00 0.1153
H 2.3857 4.9981 2.8511 0.00 0.00 0.00 0.1208
H 2.0624 2.8994 4.1479 0.00 0.01 0.01 0.1102
H 1.0204 0.9308 3.0142 0.01 0.00 -0.01 0.1224
H -1.2679 1.3979 -4.9716 0.00 0.01 0.00 0.1120
C 3.4884 -3.9332 -3.2255 0.10 0.05 -0.08 -0.0979
O 2.3964 -4.2469 -2.3575 -0.38 0.12 0.13 -0.1955
C 1.3709 -3.4020 -2.3063 0.76 -0.18 -0.33 -1.3147
S 1.2893 -1.9758 -3.1710 -0.41 -0.50 0.52 0.7973
S 0.0929 -3.8100 -1.2968 0.03 0.43 -0.34 0.8345
H 4.2030 -4.7392 -3.0833 -0.02 0.03 0.00 0.0974
H 3.9294 -2.9751 -2.9542 0.00 -0.02 0.03 0.0661
H 3.1521 -3.8947 -4.2612 -0.01 -0.03 0.00 0.0836
```
Positions in Å, forces in eV/Å.


Record 2
The following is a quantum chemistry calculation of an isolated molecule of C4H5FS2 in a non-equilibrium geometry, from OMol25.

## Properties
Total charge = 0
Kohn-Sham gap = 7.5 eV
Highest occupied orbital energy = -8.509 eV
SMILES = F/C=C\C(=S)CS
Lowest unoccupied orbital energy = -1.01 eV

```
12
Properties=species:S:1:pos:R:3:forces:R:3:lowdin_charge:R:1
F 1.9987 0.1257 0.3220 0.60 2.03 0.86 0.0605
C 1.5985 -0.9423 -0.2756 -0.51 -2.58 -1.60 -0.1628
C 0.2783 -1.2939 -0.2834 0.96 0.92 -0.67 -0.1255
C -0.8397 -0.3841 0.0573 -3.43 -1.16 -0.38 -0.7370
S -2.4319 -0.9601 -0.1051 2.04 -0.23 -0.32 0.6823
C -0.9024 1.0121 0.6648 0.96 -2.03 1.81 -0.7417
S -0.6844 2.4733 -0.3368 2.32 -1.43 -2.32 0.6529
H 2.5018 -1.4503 -0.7958 -1.96 0.36 1.06 0.1540
H -0.0267 -2.2530 -0.7330 0.31 0.70 0.24 0.0982
H -0.1557 0.9004 1.4296 1.08 0.82 0.43 0.0498
H -1.7940 0.9240 1.3359 0.23 1.14 -1.34 0.0582
H 0.4575 1.8481 -1.2797 -2.60 1.46 2.23 0.0111
```
Positions in Å, forces in eV/Å.


Record 3
The following is a quantum chemistry calculation of an isolated molecule of C3H4Cl2N2 in a non-equilibrium geometry, from OMol25.

## Properties
Total charge = 0
⟨S²⟩ = 2.0117
Kohn-Sham gap (alpha / beta) = 7.1 / 7.0 eV
Multiplicity = 3
Highest occupied orbital energy (alpha / beta) = -6.370 / -10.022 eV
Lowest unoccupied orbital energy (alpha / beta) = 0.78 / -2.98 eV

```
11
Properties=species:S:1:pos:R:3:forces:R:3:lowdin_charge:R:1
C -0.1115 -1.1492 -0.2269 0.59 4.98 -2.55 -0.4153
C -0.2478 -0.0861 -1.2291 0.90 0.08 2.75 -0.6650
C 0.3605 0.2198 0.1910 -1.43 1.45 -0.42 -0.6972
N -0.3758 -2.2739 0.1584 -0.51 -3.42 1.70 0.2542
N -0.2122 1.2668 1.3009 3.44 -6.12 0.81 0.0684
Cl -1.7882 0.6453 -1.5923 -1.48 0.48 -0.18 0.6150
Cl 2.0886 0.4913 -0.0147 1.26 0.02 0.48 0.6425
H 0.3598 0.0690 -2.1247 0.33 -0.54 0.38 0.0830
H -0.2454 -2.6719 1.0608 -0.22 -0.73 0.39 0.0952
H 0.6695 1.5709 1.7736 -1.17 -0.17 -0.58 0.0547
H -0.4975 1.9180 0.7029 -1.71 3.98 -2.78 -0.0354
```
Positions in Å, forces in eV/Å.


Computed energy above the lowest of the compared OMol25 structures with the same formula, charge and spin, in the same sequence as the records: 1.196, 2.010, 0.503 eV.